Here is a structure of composition C55H130AsF6N7O7 at a distorted geometry from the OMol25 dataset. Energies are from ωB97M-V/def2-TZVPD.

```
206
Properties=species:S:1:pos:R:3:forces:R:3:lowdin_charge:R:1
As -0.1614 0.4922 -0.7953 0.7 -1.1 -2.5 0.966
F -0.3136 -0.9975 -1.8443 -0.3 1.4 1.7 -0.284
F -1.9192 0.9545 -1.0128 2.0 -0.7 0.4 -0.284
F 0.1480 1.9782 0.0844 -0.4 -0.8 -0.2 -0.260
F 1.5795 0.0448 -0.5680 -1.8 0.6 0.0 -0.283
F 0.2508 1.2882 -2.3804 -0.5 -0.2 2.1 -0.282
F -0.6182 -0.4413 0.6556 0.4 0.9 -1.0 -0.269
C -2.2751 7.7789 1.2537 -0.3 0.5 0.2 -0.004
C -3.1781 6.5450 1.4502 1.9 0.5 -2.8 -0.403
C -3.4164 5.9747 -0.0067 -1.2 -2.1 0.5 -0.085
C -4.0111 4.5347 0.0925 -0.8 1.0 -0.2 -0.185
C -3.0632 3.5295 0.7093 -0.8 1.4 0.4 -0.116
C -2.7192 3.9809 2.2073 1.0 -1.3 -0.4 -0.334
N -2.3205 5.4959 2.2277 0.0 2.8 7.3 0.153
O -1.7031 5.9908 3.3943 -3.5 -3.5 -7.7 0.161
C -1.4132 3.3010 2.5789 1.1 0.2 0.5 -0.060
C -3.8353 3.6841 3.3437 0.6 0.8 -1.0 0.044
C -4.4671 6.7302 2.2458 0.4 0.4 0.9 0.029
H -2.8232 8.6144 0.8183 -0.5 -0.2 0.1 0.118
H -1.5402 7.5596 0.4792 0.3 -0.1 0.4 0.080
H -1.8310 8.1893 2.1606 0.1 -0.3 0.0 0.097
H -2.5791 5.8597 -0.6950 0.7 0.6 0.6 0.102
H -4.1326 6.5929 -0.5479 0.0 0.3 0.4 0.146
H -4.4354 4.1470 -0.8336 0.5 0.3 -0.5 0.127
H -4.9312 4.6151 0.6713 0.0 -0.2 0.4 0.100
H -2.1756 3.3845 0.0935 0.4 0.4 0.3 0.089
H -3.5725 2.5819 0.5338 0.1 -0.4 1.3 0.108
H -0.8853 3.8129 3.3835 -0.6 -0.3 0.5 0.070
H -0.6531 3.3712 1.8008 -0.4 -0.2 -0.6 0.065
H -1.5499 2.2469 2.8205 -0.1 0.2 0.0 0.089
H -4.8444 3.9564 3.0341 0.2 0.2 -0.1 0.079
H -3.5674 4.2144 4.2575 0.0 0.0 -0.1 0.100
H -3.8736 2.6199 3.5762 0.5 -0.1 -0.3 0.077
H -5.0132 7.6489 2.0316 0.2 0.0 -1.0 0.130
H -4.1423 6.9996 3.2509 -0.3 -0.7 0.5 0.112
H -5.1513 5.8866 2.1551 0.2 0.2 0.4 0.079
C -1.7174 -3.0606 -3.4241 -0.5 0.5 0.3 -0.045
C -2.3280 -3.8498 -4.5788 0.7 0.5 -0.6 -0.414
C -2.1639 -3.0604 -5.9709 0.2 0.4 1.4 -0.104
C -2.5193 -3.8326 -7.2132 -0.4 -1.4 0.4 -0.159
C -1.7878 -5.2239 -7.1709 -1.3 1.7 0.3 -0.084
C -1.9330 -6.0891 -5.8367 0.4 0.7 -2.2 -0.395
N -1.6456 -5.1580 -4.6400 -1.0 -6.3 5.5 0.128
O -1.2451 -5.8450 -3.4884 -2.0 5.1 -7.2 0.158
C -0.8901 -7.1696 -5.9283 0.5 -0.2 0.3 -0.024
C -3.3747 -6.7253 -5.8535 -0.8 -0.1 1.2 0.024
C -3.8760 -4.0666 -4.4337 -0.2 0.9 0.6 0.009
H -2.3032 -2.1485 -3.3102 0.0 0.1 0.0 0.088
H -0.6922 -2.7112 -3.5469 0.0 -0.4 -0.4 0.076
H -1.7596 -3.5756 -2.4643 -0.1 -0.2 -0.2 0.068
H -1.1624 -2.6322 -5.9290 0.2 -0.1 -0.4 0.116
H -2.8511 -2.2343 -5.7880 0.1 0.2 -0.2 0.129
H -2.2976 -3.4026 -8.1899 0.7 0.5 0.3 0.136
H -3.6017 -3.8817 -7.3324 -0.2 -0.5 0.5 0.113
H -0.7810 -4.8742 -7.3991 0.4 -1.1 0.1 0.126
H -2.2582 -5.7608 -7.9947 0.7 -0.5 0.1 0.140
H -0.7554 -7.8382 -5.0780 -0.3 0.3 0.2 0.101
H 0.0506 -6.6592 -6.1350 0.2 -0.5 -0.2 0.099
H -1.2084 -7.8206 -6.7425 0.4 0.2 -0.2 0.119
H -3.9184 -6.4975 -4.9366 0.1 -0.2 -0.1 0.067
H -3.3712 -7.8119 -5.9397 0.8 -0.1 0.4 0.109
H -4.0603 -6.4957 -6.6692 0.5 1.0 -0.2 0.109
H -4.4252 -4.0316 -5.3746 0.4 -1.0 -0.1 0.100
H -4.2508 -3.1317 -4.0172 0.4 0.3 0.4 0.088
H -4.2013 -4.8222 -3.7186 0.2 -0.3 -0.4 0.096
C 0.5353 -2.0396 3.6549 0.9 0.7 0.2 -0.040
C 2.0371 -2.3342 4.1966 -1.6 0.1 -1.7 -0.083
N 2.9650 -3.0169 3.1899 -0.7 -1.0 -0.9 -0.228
C 3.1664 -2.1683 1.9529 0.3 0.8 0.5 -0.021
C 4.3611 -3.3045 3.7805 1.6 -0.3 -0.6 -0.109
C 5.5347 -2.3300 3.3733 -0.4 0.3 2.2 -0.052
C 2.3336 -4.3892 2.6818 0.2 0.7 1.2 -0.011
C 1.6321 -5.2011 3.8111 -0.5 -1.1 0.4 -0.223
O 2.3456 -5.3692 4.9816 1.8 0.0 0.8 -0.219
C 1.7578 -6.1736 6.0424 -0.1 1.9 0.6 -0.025
H -0.0439 -1.6182 4.4765 0.2 -0.3 0.5 0.065
H -0.0551 -2.8658 3.2585 0.5 -0.4 0.3 0.062
H 0.3862 -1.2501 2.9183 0.8 0.1 -0.3 0.040
H 1.8766 -2.9736 5.0647 0.8 0.0 -0.1 0.124
H 2.5873 -1.4137 4.3916 -0.4 0.0 0.5 0.102
H 3.7047 -1.2592 2.2212 -0.1 -0.1 0.3 0.061
H 2.2388 -1.8181 1.5002 -0.1 -0.6 0.0 0.094
H 3.8566 -2.6461 1.2576 -0.5 -0.5 0.0 0.108
H 4.6944 -4.2879 3.4490 -0.5 -0.1 -0.4 0.130
H 4.2976 -3.4996 4.8510 -0.3 0.7 0.1 0.137
H 5.9589 -2.2679 2.3712 -0.7 -0.2 -0.1 0.086
H 6.3893 -2.5352 4.0180 0.1 -1.1 -0.1 0.100
H 5.3892 -1.3556 3.8397 -0.6 0.6 -0.7 0.063
H 3.1878 -4.8200 2.1594 -0.2 -0.6 0.4 0.135
H 1.6002 -4.1544 1.9104 -0.1 0.2 0.2 0.121
H 1.3883 -6.2193 3.5078 -0.1 0.0 -1.2 0.142
H 0.6853 -4.8005 4.1731 -0.5 0.7 -0.9 0.108
H 0.8191 -5.7210 6.3620 -0.7 -0.1 -0.6 0.085
H 2.3386 -5.8656 6.9118 0.6 -0.9 -0.1 0.105
H 1.6376 -7.2490 5.9112 0.4 0.2 -0.4 0.110
C 2.8897 1.1763 2.7341 -1.4 0.1 1.4 -0.063
C 2.3176 2.4641 3.3706 2.8 0.7 -0.2 -0.108
N 2.9461 2.8012 4.8095 -0.1 -0.6 0.5 -0.172
C 3.3114 1.5243 5.6549 -1.0 0.8 -2.1 0.060
C 4.2619 3.6810 4.5460 -0.9 -1.0 -1.9 -0.156
C 5.0732 4.0744 5.6801 0.3 -0.1 2.9 -0.065
C 1.8492 3.5422 5.5599 2.0 2.3 -0.9 -0.126
C 0.6263 2.8898 6.0849 0.8 -0.6 -1.2 -0.183
O -0.0273 2.1865 5.0270 -1.3 -1.1 1.2 -0.234
C -1.1034 1.3501 5.5510 -0.3 0.3 -0.1 -0.061
H 2.5229 0.4645 3.4736 -0.2 -0.9 -0.9 0.040
H 3.9541 0.9707 2.6205 0.2 0.9 0.2 0.087
H 2.4251 1.1016 1.7509 -0.2 -0.4 0.1 0.070
H 1.2304 2.5428 3.3678 0.4 -0.6 0.5 0.096
H 2.6830 3.2741 2.7394 -0.1 0.5 0.3 0.106
H 3.9450 0.9279 4.9984 0.3 0.1 0.5 0.086
H 2.3402 1.0332 5.7144 0.2 -0.3 0.4 0.088
H 3.7427 1.7453 6.6312 -0.1 0.3 -0.3 0.121
H 3.9910 4.5566 3.9561 -0.6 -0.2 0.0 0.132
H 4.8355 3.0202 3.8962 -0.1 -0.1 -0.2 0.127
H 5.3637 3.2153 6.2849 0.0 -0.1 0.1 0.090
H 4.5329 4.7467 6.3465 0.1 0.1 0.1 0.099
H 6.0382 4.5474 5.4982 -0.2 0.1 -0.8 0.121
H 1.6585 4.3781 4.8869 -0.6 0.0 -0.2 0.140
H 2.2843 4.0749 6.4055 0.4 -0.3 0.2 0.148
H 0.0758 3.7776 6.3960 -0.6 -0.5 0.7 0.156
H 0.9932 2.2177 6.8607 -0.9 0.0 0.5 0.139
H -0.7768 0.4411 6.0561 0.5 0.1 0.1 0.089
H -1.7977 1.0284 4.7748 0.5 0.1 -0.7 0.062
H -1.7891 1.8618 6.2263 0.5 0.5 0.3 0.102
C -2.6644 -2.6401 0.0372 -1.2 0.4 0.0 -0.054
C -3.3570 -1.4727 0.8043 0.2 -2.0 0.0 -0.140
N -4.8498 -1.7335 1.2147 -1.5 1.4 -0.3 -0.191
C -5.2835 -0.5274 2.1676 0.8 -1.7 -0.6 0.069
C -5.8572 -1.7311 -0.0418 1.0 0.7 -0.3 -0.104
C -5.6288 -0.5728 -1.0152 1.2 0.9 -0.3 -0.051
C -4.9968 -3.1087 1.9357 1.2 1.7 -1.4 -0.044
C -6.3142 -3.4189 2.6102 0.0 -0.8 0.6 -0.093
O -7.4685 -3.2815 1.7994 -1.1 -1.3 -0.8 0.068
C -8.3622 -4.4045 1.7500 0.9 -0.3 0.0 0.112
H -1.6768 -2.2701 -0.2383 -0.1 -0.2 0.0 0.058
H -3.2414 -2.8410 -0.8655 0.2 0.1 -0.3 0.066
H -2.5889 -3.5995 0.5489 0.2 0.2 0.3 0.084
H -3.2394 -0.6249 0.1293 -0.6 0.4 0.6 0.092
H -2.8248 -1.3656 1.7495 -0.2 0.5 0.0 0.115
H -4.5739 -0.5608 2.9942 -0.2 0.0 0.1 0.102
H -6.3065 -0.7261 2.4872 0.1 0.3 0.0 0.103
H -5.1846 0.4355 1.6665 -0.1 -0.4 -0.3 0.094
H -6.8938 -1.6607 0.2880 0.3 -0.2 0.5 0.121
H -5.6672 -2.6789 -0.5454 -0.1 0.0 0.1 0.124
H -6.3946 -0.3542 -1.7593 -0.5 -0.8 0.3 0.109
H -4.7235 -0.6405 -1.6185 0.2 -0.6 0.0 0.074
H -5.4831 0.4133 -0.5742 -0.3 -0.1 0.7 0.075
H -4.2141 -3.1252 2.6941 -0.2 0.0 0.3 0.156
H -4.6727 -3.8184 1.1746 -0.5 -0.2 0.1 0.134
H -6.4804 -2.7758 3.4744 -0.2 0.4 0.1 0.175
H -6.2908 -4.4452 2.9767 0.3 0.0 0.1 0.158
H -8.9590 -4.2978 2.6558 -0.9 0.4 0.7 0.185
H -7.8780 -5.3495 1.9963 0.6 -0.1 0.0 0.141
H -8.9880 -4.5382 0.8676 0.0 1.1 -0.1 0.154
C 1.2553 0.2072 -4.8791 -0.2 -0.6 -0.7 -0.079
C 2.4191 -0.7106 -4.5259 0.5 1.0 0.6 -0.150
N 3.7650 -0.4065 -5.2766 0.2 -0.7 0.2 -0.193
C 3.4818 -0.5057 -6.7758 0.1 1.0 1.1 0.027
C 4.2632 1.0593 -4.8676 0.1 -0.5 0.0 -0.131
C 5.7168 1.3575 -5.2358 0.8 -1.7 0.2 -0.050
C 4.8464 -1.5550 -4.9817 -1.6 1.2 1.1 -0.029
C 5.0342 -1.8995 -3.4617 0.0 0.2 -1.1 -0.184
O 5.0615 -0.7544 -2.5827 0.8 -0.6 -0.2 -0.210
C 5.7703 -1.0034 -1.3121 -0.4 -0.3 -1.4 -0.028
H 0.3785 -0.2938 -4.4689 0.0 0.3 0.5 0.064
H 1.0262 0.1567 -5.9435 0.2 0.4 -0.1 0.079
H 1.2965 1.2396 -4.5318 0.2 -0.3 -0.1 0.062
H 2.0227 -1.7211 -4.6256 0.9 -0.3 -0.8 0.127
H 2.6164 -0.6192 -3.4578 0.4 0.2 0.0 0.110
H 3.0961 -1.4916 -7.0354 0.2 0.1 0.2 0.115
H 4.4115 -0.2708 -7.2941 -0.3 0.0 -0.2 0.115
H 2.7117 0.2529 -6.9160 0.3 -0.1 -0.7 0.089
H 4.1386 1.1425 -3.7879 0.0 -0.5 -0.1 0.082
H 3.6030 1.8264 -5.2721 -0.3 -0.6 -0.6 0.116
H 6.1050 0.8688 -6.1294 -0.7 0.6 -0.8 0.084
H 6.3826 0.7999 -4.5771 -0.1 0.4 0.9 0.078
H 6.0306 2.4013 -5.2238 -0.4 0.0 -0.1 0.096
H 5.8046 -1.3607 -5.4637 -0.3 0.7 0.0 0.131
H 4.4141 -2.4050 -5.5098 0.1 -0.2 0.3 0.128
H 5.9444 -2.4898 -3.5666 0.7 0.3 0.8 0.131
H 4.3219 -2.6760 -3.1829 -0.6 0.4 0.4 0.119
H 5.0148 -1.4169 -0.6440 0.4 -0.5 0.2 0.067
H 6.2000 -0.1281 -0.8248 -0.4 0.5 -0.6 0.089
H 6.6342 -1.6159 -1.5700 -0.2 -0.5 0.5 0.099
C 1.8803 4.5775 -3.5803 -0.8 -1.4 2.1 0.063
N 1.7448 4.8117 -2.0315 -2.0 2.0 -1.0 -0.287
C 2.2843 6.2156 -1.8025 -0.4 -0.9 -0.5 0.020
C 0.1912 4.9930 -1.7539 1.2 -0.9 1.1 0.011
C 2.3250 3.6886 -1.1271 -1.9 1.3 -1.2 -0.094
C 3.7858 3.5473 -1.1381 1.9 0.0 0.8 -0.258
O 4.3402 2.9268 -2.2355 -0.3 -1.1 -1.9 -0.037
H 1.2221 3.7097 -3.6235 0.4 -0.3 -1.0 0.085
H 2.9178 4.3320 -3.8071 -0.3 0.2 -0.1 0.098
H 1.4322 5.3898 -4.1525 0.3 0.1 0.3 0.120
H 3.3152 6.1887 -2.1556 0.1 0.5 0.7 0.116
H 2.0222 6.5379 -0.7947 0.8 -0.1 0.1 0.114
H 1.7056 6.8363 -2.4865 0.3 0.1 0.0 0.107
H -0.3579 4.0729 -1.9540 0.3 0.0 -0.5 0.091
H -0.2702 5.8766 -2.1948 0.6 -0.2 -0.6 0.111
H 0.1017 5.1449 -0.6783 0.2 0.0 0.1 0.079
H 1.7905 2.7918 -1.4405 0.3 -0.1 0.0 0.098
H 1.9907 3.9394 -0.1204 0.0 0.1 0.0 0.125
H 3.9890 2.8487 -0.3265 0.0 0.1 0.6 0.129
H 4.3684 4.4455 -0.9334 -0.4 0.3 0.4 0.144
H 4.9804 3.4290 -2.7449 0.1 0.4 0.3 0.113
```
Forces are in eV/Å.

Summary:
spin multiplicity	2
charge	+7
E_LUMO (alpha / beta)	-0.609 / -0.703	Ha
maximum force	9.15	eV Å⁻¹
energy	-160958.39076	eV
HOMO (alpha / beta)	-21.52 / -21.52	eV
frontier orbital gap (alpha / beta)	5.0 / 2.4	eV
<S²>	0.830